Entry one
DFT (ωB97M-V/def2-TZVPD) results for a 5-piece molecular cluster, C2H13NO4 overall.

## Properties
Net charge   0
Highest occupied orbital energy   -8.62 eV
Gap between HOMO and LUMO   8.9 eV
SMILES string   C=NC.O.O.O.O

Each line ends with the Mulliken charge.
Geometry (Å):
1 C 0.3474 -1.2276 -1.2573  -0.324
2 N 0.1927 -0.3158 -2.1315  -0.346
3 C -0.9816 0.4066 -2.3206  -0.666
4 H 0.2763 -0.8230 -0.1980  0.231
5 H 0.9668 -2.0448 -1.4063  0.344
6 H -0.7964 1.5149 -2.1132  0.243
7 H -1.3740 0.2837 -3.2853  0.300
8 H -1.7210 0.0456 -1.6355  0.254
9 O 2.9820 0.1899 1.9948  -0.625
10 H 2.6531 0.6349 2.7886  0.321
11 H 3.9275 -0.0019 2.0257  0.309
12 O -1.4773 1.5032 0.6741  -0.645
13 H -0.7889 1.5992 -0.0341  0.286
14 H -2.3643 1.3634 0.2450  0.329
15 O 1.3504 2.6296 -0.0922  -0.617
16 H 1.1663 1.6894 0.2678  0.306
17 H 1.6983 3.1954 0.5937  0.300
18 O -2.4302 -3.4487 1.9666  -0.632
19 H -2.4815 -4.3524 1.5568  0.329
20 H -2.1045 -2.9586 1.2364  0.302

---

Entry two
DFT (ωB97M-V/def2-TZVPD) results for a 4-piece molecular cluster, C2H13NO4 overall.

## Properties
Net charge   0
Highest occupied orbital energy   -9.39 eV
Gap between HOMO and LUMO   10.0 eV
SMILES string   NCCO.O.O.O

Each line ends with the Mulliken charge.
Geometry (Å):
1 N 0.5448 -1.4275 0.0881  -0.478
2 C -0.5653 -1.5375 1.0172  -0.442
3 C -1.1221 -0.1832 1.3889  -0.397
4 O -0.3575 0.4335 2.4278  -0.539
5 H 0.5778 -2.2206 -0.5438  0.196
6 H 1.4315 -1.3780 0.5727  0.182
7 H -1.3722 -2.0707 0.5118  0.367
8 H -0.3306 -2.1092 1.9143  0.341
9 H -1.1325 0.4782 0.5082  0.181
10 H -2.1482 -0.2188 1.7827  0.310
11 H 0.1523 1.1630 2.0648  0.298
12 O 2.4108 1.2608 1.3978  -0.621
13 H 2.2539 1.0848 0.4603  0.304
14 H 3.0770 0.6007 1.6170  0.309
15 O -1.7633 0.6783 -2.3889  -0.643
16 H -1.6841 0.3559 -1.4847  0.336
17 H -2.4604 0.1089 -2.7513  0.296
18 O 0.9426 1.7187 -2.4854  -0.621
19 H 1.5024 1.5414 -3.2489  0.294
20 H 0.0432 1.7210 -2.8485  0.328

---

Entry three
DFT (ωB97M-V/def2-TZVPD) results for a 4-piece molecular cluster, C2H13NO4 overall.

## Properties
Net charge   0
Highest occupied orbital energy   -10.22 eV
Gap between HOMO and LUMO   10.7 eV
SMILES string   CNCO.O.O.O

Each line ends with the Mulliken charge.
Geometry (Å):
1 C 0.9289 2.8966 0.3704  -0.879
2 N 0.9371 1.4114 0.4497  -0.430
3 C -0.1463 0.7234 -0.2888  -0.387
4 O -0.2159 1.0047 -1.7787  -0.556
5 H -0.0052 3.2290 0.6760  0.360
6 H 1.6356 3.1149 1.1626  0.317
7 H 1.2881 3.3305 -0.6008  0.252
8 H 1.7783 1.0253 -0.1129  0.249
9 H -1.1614 0.9077 0.1669  0.378
10 H 0.1750 -0.3411 -0.3067  0.299
11 H -1.2248 1.0707 -2.0136  0.313
12 O -1.1851 -2.1030 1.0221  -0.595
13 H -1.3904 -2.2278 1.9351  0.291
14 H -1.7526 -1.3485 0.8090  0.320
15 O -0.8570 -2.9804 -2.8864  -0.629
16 H -0.0024 -2.7237 -2.3748  0.323
17 H -1.4858 -3.2078 -2.2606  0.307
18 O 0.8007 -0.1989 2.9066  -0.652
19 H 1.6099 -0.5968 3.0240  0.269
20 H 0.9398 0.3892 2.1503  0.450

---

Entry four
DFT (ωB97M-V/def2-TZVPD) results for a 5-piece molecular cluster, C2H13NO4 overall.

## Properties
Net charge   0
Highest occupied orbital energy   -8.60 eV
Gap between HOMO and LUMO   9.0 eV
SMILES string   C=CN.O.O.O.O

Each line ends with the Mulliken charge.
Geometry (Å):
1 C 2.0610 -2.1630 1.1061  -0.677
2 C 0.8758 -1.5663 1.2747  -0.115
3 N 0.5306 -0.2072 1.4197  -0.453
4 H 2.8757 -1.7414 0.5321  0.243
5 H 2.1675 -3.1444 1.5439  0.222
6 H 0.0623 -2.1729 1.6698  0.345
7 H 0.1351 -0.0450 2.3335  0.244
8 H 1.3689 0.3556 1.3592  0.214
9 O 2.2958 1.1510 -2.7969  -0.633
10 H 1.6217 0.5208 -2.5091  0.318
11 H 2.8511 1.3069 -2.0208  0.310
12 O -2.9032 0.8380 1.9199  -0.647
13 H -2.4723 0.6106 1.0796  0.408
14 H -3.4808 1.5863 1.7521  0.306
15 O -1.7679 -0.4015 -0.3701  -0.704
16 H -1.2872 0.4120 -0.5827  0.371
17 H -1.1175 -1.0760 -0.5855  0.261
18 O -1.0605 1.5634 -2.2509  -0.625
19 H -2.0056 1.7714 -2.2376  0.302
20 H -0.7503 2.4016 -2.6369  0.310

---

Which structure is the most stable? The one labeled entry two.

---

Entry one
DFT (ωB97M-V/def2-TZVPD) results for a 4-piece molecular cluster, C2H13NO4 overall.

## Properties
Net charge   0
Highest occupied orbital energy   -10.01 eV
Gap between HOMO and LUMO   10.3 eV
SMILES string   CNCO.O.O.O

Each line ends with the Mulliken charge.
Geometry (Å):
1 C 0.3781 -1.9313 -1.0348  -0.771
2 N 0.8754 -1.1915 0.1482  -0.290
3 C -0.0189 -0.2324 0.7496  -0.470
4 O -0.9043 -0.7107 1.8103  -0.593
5 H 0.1103 -1.1698 -1.8363  0.250
6 H 1.2536 -2.5465 -1.5198  0.315
7 H -0.6148 -2.4264 -0.9750  0.285
8 H 1.3932 -1.7367 0.8186  0.255
9 H -0.7288 0.2040 0.0331  0.407
10 H 0.6549 0.6462 1.2831  0.226
11 H -0.8834 -1.7053 1.8024  0.295
12 O -0.8119 1.9806 -1.4053  -0.720
13 H 0.2234 2.0256 -1.3071  0.360
14 H -1.1702 2.1116 -0.4723  0.373
15 O -1.8757 1.9238 1.4131  -0.672
16 H -2.2688 1.0438 1.4873  0.331
17 H -1.2314 1.8786 2.1349  0.330
18 O 1.8531 1.0470 -0.9771  -0.763
19 H 2.3049 0.6110 -1.7034  0.291
20 H 1.4614 0.1784 -0.4495  0.560

---

Entry two
DFT (ωB97M-V/def2-TZVPD) results for a 5-piece molecular cluster, C2H13NO4 overall.

## Properties
Net charge   0
Highest occupied orbital energy   -10.03 eV
Gap between HOMO and LUMO   10.7 eV
SMILES string   C=NC.O.O.O.O

Each line ends with the Mulliken charge.
Geometry (Å):
1 C -1.8098 -0.3557 -1.0617  -0.304
2 N -0.6407 -0.7519 -1.3395  -0.368
3 C 0.3450 0.2603 -1.6779  -0.827
4 H -2.5990 -1.1040 -1.0387  0.258
5 H -2.0522 0.7020 -0.9263  0.272
6 H 1.0969 -0.1658 -2.3405  0.328
7 H -0.0863 1.1425 -2.1534  0.358
8 H 0.8610 0.6245 -0.7847  0.196
9 O 0.3663 1.5266 2.0898  -0.677
10 H 1.1337 2.0896 2.1837  0.307
11 H 0.7442 0.6380 1.9215  0.362
12 O 1.7969 -1.0106 1.4677  -0.695
13 H 1.3979 -1.7867 1.0219  0.379
14 H 2.4635 -0.7439 0.8397  0.308
15 O -1.2478 3.0131 -0.0283  -0.633
16 H -0.6993 3.6203 -0.5308  0.296
17 H -0.7661 2.5125 0.6264  0.358
18 O 0.5161 -2.9315 -0.1058  -0.693
19 H -0.2430 -2.4036 -0.4321  0.453
20 H 0.1542 -3.7996 0.0860  0.321

---

Which structure is the most stable? The one labeled entry two.

---

Entry one
DFT (ωB97M-V/def2-TZVPD) results for a 2-piece molecular cluster, C4H5N3OS overall.

## Properties
Net charge   0
Highest occupied orbital energy   -8.80 eV
Gap between HOMO and LUMO   9.4 eV
SMILES string   Oc1cc[nH]n1.N=C=S

Each line ends with the Mulliken charge.
Geometry (Å):
1 O -0.1014 1.9805 0.2261  -0.513
2 C 0.6389 0.9241 -0.0390  0.461
3 C 2.0170 0.8310 -0.3737  -0.614
4 C 2.2465 -0.4957 -0.3494  -0.312
5 N 1.0582 -1.1507 -0.0400  -0.043
6 N 0.1308 -0.2494 0.2189  -0.459
7 H -0.8112 1.8623 0.8341  0.334
8 H 2.7479 1.5477 -0.6593  0.381
9 H 3.1336 -0.9941 -0.4724  0.469
10 H 1.1475 -2.0787 0.2468  0.235
11 N -2.4278 -0.9977 0.2619  -0.443
12 C -3.4592 -0.4835 -0.0947  0.329
13 S -4.9095 0.0637 -0.2629  -0.388
14 H -1.4114 -0.7595 0.5036  0.563

---

Entry two
DFT (ωB97M-V/def2-TZVPD) results for a 2-piece molecular cluster, C4H5N3OS overall.

## Properties
Net charge   0
Highest occupied orbital energy   -8.91 eV
Gap between HOMO and LUMO   9.1 eV
SMILES string   N#Cc1nccs1.[NH3+][O-]

Each line ends with the Mulliken charge.
Geometry (Å):
1 N 1.4613 1.9462 0.1108  -0.625
2 C 0.4772 1.4212 -0.0644  0.654
3 C -0.7463 0.7223 -0.1881  0.438
4 N -1.9585 1.1789 -0.3425  -0.597
5 C -2.9256 0.2635 -0.1441  -0.491
6 C -2.4132 -0.9331 0.2519  -0.159
7 S -0.6866 -0.9389 0.1218  0.037
8 H -3.9175 0.6165 -0.1596  0.438
9 H -2.9676 -1.8626 0.6293  0.293
10 N 2.8431 -0.4060 -0.0480  -0.257
11 O 1.7481 -0.7691 -0.7930  -0.702
12 H 2.8195 0.6417 0.1818  0.340
13 H 3.7523 -0.9544 -0.3733  0.321
14 H 2.5137 -0.9262 0.8174  0.309

---

Which structure is the most stable? The one labeled entry one.

---

Entry one
DFT (ωB97M-V/def2-TZVPD) results for C4H10ClN as an isolated structure.

## Properties
Net charge   0
Highest occupied orbital energy   -9.53 eV
Gap between HOMO and LUMO   10.3 eV

Each line ends with the Mulliken charge.
Geometry (Å):
1 C -1.1124 1.9842 0.2387  -1.278
2 C -0.8219 0.4477 0.0164  0.129
3 C 0.6463 0.3128 -0.0428  -0.658
4 C 1.0337 -1.1598 0.2412  -0.873
5 H -0.7872 2.4340 1.0935  0.437
6 H -0.9094 2.5696 -0.7407  0.284
7 H -2.2881 1.8974 0.4193  0.297
8 H -1.3653 -0.0917 0.8389  0.433
9 H 0.9836 0.7379 -1.0685  0.329
10 H 1.3743 1.0070 0.5005  0.318
11 H 0.6434 -1.3265 1.2048  0.404
12 H 2.1178 -1.2128 0.4092  0.376
13 H 1.0324 -2.5054 -1.3594  0.258
14 H 0.5925 -3.0038 0.2951  0.333
15 N 0.2952 -2.1048 -0.3821  -0.591
16 Cl -1.4351 0.0143 -1.6642  -0.196

---

Entry two
DFT (ωB97M-V/def2-TZVPD) results for one molecule with the formula C4H10ClN.

## Properties
Net charge   0
Highest occupied orbital energy   -9.91 eV
Gap between HOMO and LUMO   10.9 eV
SMILES string   CC[C@@](C)(N)Cl

Each line ends with the Mulliken charge.
Geometry (Å):
1 C -0.8532 -1.8873 0.1580  -1.252
2 C -0.9387 -0.3815 -0.2023  -0.313
3 C 0.3049 0.4270 -0.0815  0.762
4 C 0.3679 1.8778 -0.5290  -1.529
5 N 0.9603 0.2816 1.3555  -0.674
6 Cl 1.4199 -0.3538 -1.3139  -0.229
7 H -0.1335 -2.4343 -0.4980  0.333
8 H -1.7898 -2.3588 -0.0519  0.383
9 H -0.6323 -2.1878 1.2039  0.340
10 H -1.7634 0.0253 0.5520  0.236
11 H -1.3335 -0.3915 -1.3020  0.244
12 H -0.4570 2.5372 -0.2340  0.318
13 H 1.2705 2.4378 -0.2099  0.342
14 H 0.4004 2.0213 -1.5383  0.431
15 H 1.3624 -0.5983 1.3942  0.294
16 H 1.8150 0.9853 1.2972  0.316

---

Which structure is the most stable? The one labeled entry two.

---

Entry one
DFT (ωB97M-V/def2-TZVPD) results for one molecule with the formula C3H6N2S2.

## Properties
Net charge   0
Highest occupied orbital energy   -8.77 eV
Gap between HOMO and LUMO   7.9 eV
SMILES string   C/N=C(/C=S)NS

Each line ends with the Mulliken charge.
Geometry (Å):
1 C 0.6475 1.0455 1.6714  -0.831
2 N 0.3289 1.2952 0.2913  -0.455
3 C -0.0685 0.2978 -0.3860  0.714
4 C -0.4380 0.5523 -1.8236  -0.368
5 S -1.5792 -0.2095 -2.6669  -0.189
6 N -0.0384 -1.1151 0.0344  -0.332
7 S 0.2223 -2.4728 -0.9395  -0.143
8 H -0.1385 0.5529 2.3093  0.273
9 H 0.8471 2.0726 2.0627  0.290
10 H 1.5839 0.4753 1.8246  0.327
11 H -0.0501 1.5027 -2.2029  0.328
12 H -0.2274 -1.3078 0.9919  0.249
13 H -1.0897 -2.6891 -1.1667  0.135

---

Entry two
DFT (ωB97M-V/def2-TZVPD) results for one molecule with the formula C3H6N2S2.

## Properties
Net charge   0
Highest occupied orbital energy   -9.09 eV
Gap between HOMO and LUMO   8.4 eV
SMILES string   N/N=C\CSC=S

Each line ends with the Mulliken charge.
Geometry (Å):
1 N 1.4498 1.6638 -0.0418  -0.405
2 N 2.2195 0.5325 0.2856  -0.336
3 C 1.6469 -0.5806 0.1726  -0.065
4 C 0.1511 -0.8609 -0.1818  -0.677
5 S -1.0919 -0.1235 0.9630  -0.024
6 C -2.5657 -0.2869 0.0056  -0.191
7 S -3.9045 0.6391 0.0931  -0.187
8 H 1.8670 2.4363 0.4433  0.273
9 H 0.4411 1.5528 0.2493  0.198
10 H 2.3336 -1.4527 0.2113  0.321
11 H 0.0008 -0.4259 -1.1934  0.403
12 H -0.0485 -1.9659 -0.3221  0.385
13 H -2.4992 -1.1281 -0.6847  0.304

---

Entry three
DFT (ωB97M-V/def2-TZVPD) results for C3H6N2S2 as an isolated structure.

## Properties
Net charge   0
Highest occupied orbital energy   -7.88 eV
Gap between HOMO and LUMO   8.3 eV

Each line ends with the Mulliken charge.
Geometry (Å):
1 C -1.0034 -0.4906 -0.4718  -0.523
2 C -0.0979 -1.3537 0.6062  -0.324
3 C 1.0333 0.4882 -0.0168  0.257
4 H 0.1083 3.2178 -0.3951  0.171
5 H -2.0773 -0.2565 -0.0414  0.257
6 H -1.3760 -0.9264 -1.3827  0.303
7 H -0.9683 -1.6274 1.5222  0.259
8 H 0.2815 -2.3499 0.1366  0.254
9 H 2.0331 -0.6900 1.3635  0.280
10 N -0.0963 0.5846 -0.7015  -0.035
11 N 1.1115 -0.5252 0.8411  -0.170
12 S -0.8136 2.0003 -1.3285  -0.210
13 S 1.8648 1.9287 -0.1318  -0.519

---

Which structure is the most stable? The one labeled entry one.

---

Entry one
DFT (ωB97M-V/def2-TZVPD) results for C3H6N2S2 as an isolated structure.

## Properties
Net charge   0
Highest occupied orbital energy   -8.06 eV
Gap between HOMO and LUMO   7.2 eV

Each line ends with the Mulliken charge.
Geometry (Å):
1 C 2.5094 -0.8768 0.0951  0.166
2 C -0.1803 -1.3740 0.0775  0.536
3 C 0.4228 1.0006 -0.1405  -0.922
4 N -1.5019 -1.0755 0.1612  -0.410
5 N 0.6872 -0.3957 -0.1337  -0.193
6 S 3.5543 0.2659 -0.0943  -0.242
7 S 0.2697 -2.9814 0.1503  -0.539
8 H 2.4497 -1.9313 0.2652  0.277
9 H -0.1860 1.2755 -1.0066  0.333
10 H -0.0763 1.3344 0.7771  0.342
11 H 1.3832 1.5185 -0.2196  0.239
12 H -1.8060 -0.1332 0.3442  0.210
13 H -2.1152 -1.8348 0.4075  0.205

---

Entry two
DFT (ωB97M-V/def2-TZVPD) results for one molecule with the formula C3H6N2S2.

## Properties
Net charge   0
Highest occupied orbital energy   -8.65 eV
Gap between HOMO and LUMO   9.2 eV
SMILES string   C/C(S)=N/N=C/S

Each line ends with the Mulliken charge.
Geometry (Å):
1 C -2.3976 0.6434 -0.0226  -0.966
2 C -1.0526 0.0327 -0.0015  0.660
3 S -1.1800 -1.7448 -0.0507  -0.319
4 N 0.0570 0.6185 0.0185  -0.552
5 N 1.1995 -0.1199 0.1196  -0.308
6 C 2.2182 0.3518 -0.4762  0.060
7 S 3.7527 -0.2321 0.0552  -0.234
8 H -2.3353 1.6633 -0.2049  0.329
9 H -2.7847 0.6654 0.9995  0.268
10 H -2.9690 -0.1547 -0.6065  0.305
11 H 0.1626 -1.9117 0.3232  0.222
12 H 2.2683 1.0644 -1.3163  0.343
13 H 3.0609 -0.8761 1.1629  0.191

---

Which structure is the most stable? The one labeled entry one.